{
  "formula": "CH3ClN2O4",
  "method": "wB97M-V/def2-TZVPD",
  "lumo_ev": [-1.07, -1.04],
  "energy_ha": -910.28241,
  "e_homo_ev": [-9.699, -9.877],
  "symbols": ["C", "N", "N", "O", "O", "O", "O", "Cl", "H", "H", "H"],
  "xyz": [[1.603502, 0.050023, 0.101097], [-2.162680, 1.069713, 0.044741], [-0.671242, -0.529041, -0.180744], [-1.906858, 2.223963, -0.035239], [-3.094756, 0.422649, 0.245501], [2.178988, -1.122469, -0.429875], [0.373453, -0.158322, 0.740418], [-1.632829, -1.813123, 0.240869], [1.662093, 0.990353, -0.596901], [2.159474, 0.423313, 0.973262], [1.490857, -1.557062, -1.103131]],
  "forces_ev_per_angstrom": [[1.1, 1.6, -0.7], [2.4, 0.2, -0.2], [2.0, 1.8, -0.9], [-0.1, 0.0, -0.1], [-2.6, -0.3, 0.4], [-2.5, -0.6, -1.6], [-2.6, -1.4, -0.2], [0.6, -0.4, 0.9], [-0.8, -2.0, 0.5], [0.4, -0.7, -0.3], [2.2, 1.6, 2.1]]
}